No. 1
The following is a quantum chemistry calculation of C4H3NS2 in the gas phase at a distorted geometry, from the Open Molecules 2025 dataset.

Properties
Frontier orbital gap ... 0.2825 Ha
SMILES string ... N#C/C=C\C(=S)S
Relative energy (zero: lowest compared OMol25 entry of this formula, charge and spin) ... 7.9 kcal/mol
HOMO level ... -9.20 eV
Total charge ... 0
LUMO energy ... -1.5 eV

Atoms and positions in Å:
N -2.5699 -0.9823 0.1648
C -1.8697 -0.0467 0.1121
C -0.9868 1.0329 -0.0728
C 0.3636 0.9653 -0.0713
C 1.1576 -0.3119 -0.0255
S 2.7801 -0.2168 0.1032
S 0.2700 -1.7981 -0.0956
H -1.5274 1.9769 -0.1197
H 0.9911 1.8317 -0.1187
H 1.3914 -2.4509 0.1235



No. 2
The following is a quantum chemistry calculation of C4H3O2 as an isolated structure at a distorted geometry, from the Open Molecules 2025 dataset.

Properties
Frontier orbital gap ... 0.2761 Ha
Relative energy (zero: lowest compared OMol25 entry of this formula, charge and spin) ... 48.5 kcal/mol
HOMO level ... -3.46 eV
Total charge ... -1
LUMO energy ... 4.1 eV

Atoms and positions in Å:
C 1.8986 -0.1575 0.2271
C -0.7064 -2.0329 0.3401
C 2.2537 0.9938 -0.0918
C 0.1162 -1.7883 -0.5487
O -1.5109 -2.1170 1.2396
O 2.4487 2.1148 -0.6181
H 2.1529 -0.6932 1.0937
H 0.1426 -1.6369 -1.5408
H 0.8554 -0.9817 -0.1659



No. 3
The following is a quantum chemistry calculation of a 2-piece molecular cluster, C4H3O2P overall at a distorted geometry, from the Open Molecules 2025 dataset.

Properties
Frontier orbital gap (spin up / spin down) ... 0.3005 / 0.2752 Ha
Relative energy (zero: lowest compared OMol25 entry of this formula, charge and spin) ... 102.8 kcal/mol
HOMO level (spin up / spin down) ... -9.20 / -8.36 eV
Total charge ... 0
LUMO energy (spin up / spin down) ... -1.0 / -0.9 eV

Atoms and positions in Å:
C -0.2983 -0.3844 -0.2708
C 0.0232 0.0636 0.8827
C -1.5058 -1.5502 -0.7219
C 1.8870 2.0643 0.3045
O 2.4558 1.8768 1.3159
O 1.2882 2.3130 -0.6480
P -1.6022 -3.0499 -0.2097
H 0.1791 -0.1591 -1.1990
H -0.2439 -0.1497 1.8552
H -2.1830 -1.0243 -1.3091



No. 4
The following is a quantum chemistry calculation of an isolated ion of composition C4H3O3 and charge -1 at a distorted geometry, from the Open Molecules 2025 dataset.

Properties
Frontier orbital gap ... 0.2203 Ha
Relative energy (zero: lowest compared OMol25 entry of this formula, charge and spin) ... 75.1 kcal/mol
HOMO level ... -1.92 eV
Total charge ... -1
LUMO energy ... 4.1 eV

Atoms and positions in Å:
C -0.4506 -2.3412 0.1927
C 0.1736 -1.3989 -0.3190
C 0.5202 -0.0770 -0.4717
C 1.9393 1.5261 0.5903
O -0.6100 0.7695 -0.3272
O 1.7171 0.3375 0.0483
O 3.0067 1.9081 1.0950
H -0.8686 -3.2695 0.0191
H 1.0771 2.1684 0.3950
H -0.8788 0.6225 0.5638



No. 5
The following is a quantum chemistry calculation of an isolated ion of composition C4H3O3 and charge -1 at a distorted geometry, from the Open Molecules 2025 dataset.

Properties
Frontier orbital gap ... 0.3193 Ha
SMILES string ... C=C=C(O)C(=O)[O-]
Relative energy (zero: lowest compared OMol25 entry of this formula, charge and spin) ... 59.2 kcal/mol
HOMO level ... -4.71 eV
Total charge ... -1
LUMO energy ... 4.0 eV

Atoms and positions in Å:
C 2.2056 0.2218 -0.2282
C 0.9953 -0.1738 -0.0914
C -0.3017 -0.5301 0.2857
O -1.3596 -1.9404 0.4655
C -1.4228 0.7336 0.1533
O -2.4826 0.2384 -0.2550
O -1.0930 1.8845 0.4770
H 2.5611 0.3782 -1.2202
H 2.9185 0.5245 0.5214
H -2.0208 -1.3368 -0.1081



No. 6
The following is a quantum chemistry calculation of an isolated ion of composition C4H3O3PS and charge -2, from the Open Molecules 2025 dataset.

Properties
Frontier orbital gap ... 0.1785 Ha
SMILES string ... O=P([O-])([O-])c1cccs1
HOMO level ... 0.66 eV
Total charge ... -2
LUMO energy ... 5.5 eV

Atoms and positions in Å:
O -3.0321 0.7517 -0.6385
P -2.2574 -0.3720 0.0131
O -2.2833 -1.7004 -0.7160
O -2.3760 -0.4588 1.5280
C -0.4300 0.1289 -0.1211
C 0.6239 -0.7309 -0.0843
C 1.8933 -0.1179 0.0000
C 1.8107 1.2385 0.0370
S 0.1515 1.7536 -0.0324
H 0.4643 -1.7951 -0.1232
H 2.8320 -0.6618 0.0317
H 2.6031 1.9641 0.1057



No. 7
The following is a quantum chemistry calculation of C4H3O5Pt as an isolated structure at a distorted geometry, from the Open Molecules 2025 dataset.

Properties
Spin multiplicity ... 4
Frontier orbital gap (spin up / spin down) ... 0.2294 / 0.3018 Ha
Relative energy (zero: lowest compared OMol25 entry of this formula, charge and spin) ... 1.9 kcal/mol
HOMO level (spin up / spin down) ... -7.22 / -10.07 eV
Total charge ... 0
LUMO energy (spin up / spin down) ... -1.0 / -1.9 eV

Atoms and positions in Å:
C -1.1806 0.9316 -0.4010
C 0.0136 1.0078 0.3286
O 0.3855 -0.2434 0.9394
C 1.6697 -0.5325 1.1580
O 2.5987 0.0696 0.6905
O 1.7172 -1.6629 1.8436
H -1.7951 1.8290 -0.2851
H 0.2740 1.8326 0.9933
H 2.5877 -2.0714 1.7485
O -1.8572 0.7644 -3.0996
O -1.5154 -1.0696 -1.8274
C -1.4272 0.1967 -2.1043
Pt -1.4708 -1.0520 0.0156



No. 8
The following is a quantum chemistry calculation of a 2-piece molecular cluster, C4H3OP overall at a distorted geometry, from the Open Molecules 2025 dataset.

Properties
Frontier orbital gap ... 0.3344 Ha
SMILES string ... C#CP=O.C#C
Relative energy (zero: lowest compared OMol25 entry of this formula, charge and spin) ... 70.0 kcal/mol
HOMO level ... -10.13 eV
Total charge ... 0
LUMO energy ... -1.0 eV

Atoms and positions in Å:
C -0.5430 -2.2680 0.9620
C -1.0574 -1.1951 0.7263
P -1.9678 0.3215 0.5955
O -2.6197 0.3448 -0.6684
H 0.0455 -3.0794 1.2646
C 1.1028 1.1125 -0.9360
C 1.9753 1.8179 -0.4964
H 0.6079 0.5236 -1.6416
H 2.4564 2.4221 0.1940



No. 9
The following is a quantum chemistry calculation of C4H4 in the gas phase at a distorted geometry, from the Open Molecules 2025 dataset.

Properties
Frontier orbital gap ... 0.3257 Ha
SMILES string ... C=C=C=C
Relative energy (zero: lowest compared OMol25 entry of this formula, charge and spin) ... 15.5 kcal/mol
HOMO level ... -8.92 eV
Total charge ... 0
LUMO energy ... -0.1 eV

Atoms and positions in Å:
C -1.6062 -0.3644 1.1933
C -0.5160 -0.1084 0.3843
C 0.5151 0.1271 -0.3801
C 1.6085 0.3632 -1.1956
H -1.4811 -0.7668 2.1841
H -2.6013 -0.1684 0.8402
H 2.6036 0.1661 -0.8378
H 1.4774 0.7514 -2.1882



No. 10
The following is a quantum chemistry calculation of C4H4 in the gas phase at a distorted geometry, from the Open Molecules 2025 dataset.

Properties
Frontier orbital gap ... 0.3622 Ha
SMILES string ... C#CC=C
Relative energy (zero: lowest compared OMol25 entry of this formula, charge and spin) ... 6.4 kcal/mol
HOMO level ... -9.14 eV
Total charge ... 0
LUMO energy ... 0.7 eV

Atoms and positions in Å:
C 0.8672 -1.7594 0.9279
C 0.2675 -0.8679 0.2942
C -0.5289 0.0700 -0.3669
C -0.2725 1.3930 -0.4420
H 1.5564 -2.4189 1.3946
H -1.4102 -0.3884 -0.8736
H -1.0786 2.0453 -0.8476
H 0.5992 1.9264 -0.0866